Formula: C4H5HgLiO3
Source: the OMol25 dataset
Level of theory: ωB97M-V with the def2-TZVPD basis set

```
14
Properties=species:S:1:pos:R:3
O -1.94 -0.22 -0.89
Li -1.68 -2.09 0.00
O -3.02 -0.89 -0.20
C -1.37 0.73 -0.05
C 0.10 0.88 -0.06
H 0.19 1.76 -0.74
H -1.95 1.65 -0.22
H -1.24 0.76 1.14
O 2.91 0.12 -0.45
C 2.12 -0.86 -0.15
C 0.81 -0.60 0.27
Hg 2.13 1.75 0.21
H 0.37 -1.13 1.11
H 2.57 -1.84 0.04
```

The LUMO energy (alpha / beta) comes out at -6.9 / -7.2 eV. The value obtained for the frontier orbital gap (alpha / beta) is 5.1 / 4.8 eV. Its expectation value of S² is 0.769. Its strongest force on any atom is 0.1045 hartree/bohr. The total charge is +1. The multiplicity is 2. The calculation puts the HOMO energy (alpha / beta) at -12.1 / -12.0 eV.